1.
The following is a quantum chemistry calculation of a cluster of 2 separate species, H7N3Si in total at a distorted geometry, from OMol25.

Results
* energy above the lowest of the compared OMol25 structures with the same formula, charge and spin: 51.5 kcal per mole
* E: -12461.491 eV
* E_HOMO: -0.3438 Ha
* SMILES string: [H]/N=[SiH]/N.N
* net charge: 0

Each atom is followed by the atoms it is bonded to, with distances in Å.
CARTESIAN COORDINATES (ANGSTROEM)
1 N -1.0724 1.5925 -0.0162  Si4 1.613, H6 1.009
2 N 3.0003 0.1895 0.0740  H5 1.011, H7 1.012, H8 1.012
3 N -2.9785 -0.5208 -0.1993  Si4 1.710, H9 1.004, H10 1.009
4 Si -1.4732 0.0746 0.3517  N1 1.613, N3 1.710, H11 1.460
5 H 2.2343 -0.1690 0.6271  N2 1.011
6 H -0.2836 2.0669 0.3967  N1 1.009
7 H 3.7236 -0.5179 0.0368  N2 1.012
8 H 2.6573 0.3400 -0.8659  N2 1.012
9 H -3.5893 0.0862 -0.7152  N3 1.004
10 H -3.0391 -1.4636 -0.5529  N3 1.009
11 H -0.9303 -1.0741 1.0707  Si4 1.460

=====

2.
The following is a quantum chemistry calculation of a cluster of 4 separate species, C33H34Br2F4N3O9S in total at a distorted geometry, from OMol25.

Results
* E: -219447.771 eV
* E_HOMO: -0.4070 Ha
* net charge: +1

Each atom is followed by the atoms it is bonded to, with distances in Å.
CARTESIAN COORDINATES (ANGSTROEM)
1 C 0.3966 3.9454 3.2762  C2 1.578, H29 1.116, H30 1.115, H31 1.122
2 C 0.0006 4.6399 1.9162  C1 1.578, C3 1.596, H32 1.111, H33 1.124
3 C -0.9505 3.6171 1.1438  C2 1.596, C4 1.562, H34 1.116, H35 1.122
4 C -1.0374 4.0510 -0.3542  C3 1.562, N5 1.501, H36 1.123, H37 1.125
5 N -1.8002 3.1094 -1.2400  C4 1.501, C6 1.449, H38 1.027
6 C -2.9342 2.5315 -0.5470  N5 1.449, N7 1.347, C21 1.452
7 N -3.9839 3.3466 -0.3296  C6 1.347, N8 1.322, H39 1.024
8 N -5.0506 2.9307 0.3311  N7 1.322, C9 1.317
9 C -5.0077 1.6829 0.7505  N8 1.317, C10 1.569, C19 1.467
10 C -6.2638 1.2305 1.5749  C9 1.569, C11 1.581, H40 1.118, H41 1.120
11 C -7.2937 0.4115 0.6986  C10 1.581, C12 1.561, H42 1.118, H43 1.116
12 C -7.5538 -1.0329 1.2309  C11 1.561, F13 1.382, Br14 1.984, C15 1.579
13 F -6.4782 -1.6056 1.8835  C12 1.382
14 Br -9.0357 -0.9183 2.5458  C12 1.984
15 C -7.9883 -2.0463 0.1012  C12 1.579, F16 1.357, F17 1.370, Br18 1.970
16 F -9.2376 -1.7888 -0.3613  C15 1.357
17 F -7.9966 -3.2929 0.6694  C15 1.370
18 Br -6.7121 -2.1375 -1.3967  C15 1.970
19 C -3.9769 0.6553 0.5684  C9 1.467, F20 1.322, C21 1.475
20 F -4.0431 -0.5926 1.0010  C19 1.322
21 C -2.7942 1.1360 -0.1708  C6 1.452, C19 1.475, C22 1.528
22 C -1.5487 0.3248 -0.5238  C21 1.528, C23 1.556, H44 1.129, H45 1.126
23 C -1.4266 -1.1216 0.0360  C22 1.556, C24 1.564, H46 1.119, H47 1.123
24 C -0.9875 -1.1717 1.5361  C23 1.564, S25 1.835, H48 1.119, H49 1.117
25 S 0.7915 -0.7650 1.7328  C24 1.835, O26 1.462, O27 1.448, O28 1.644
26 O 0.9266 0.6640 2.0108  S25 1.462
27 O 1.5428 -1.0887 0.5376  S25 1.448
28 O 1.3566 -1.5890 3.0382  S25 1.644, H50 0.979
29 H 0.9877 3.0219 3.0695  C1 1.116
30 H 0.9035 4.6415 3.9848  C1 1.115
31 H -0.5487 3.6034 3.7745  C1 1.122
32 H 0.8717 4.9593 1.3048  C2 1.111
33 H -0.6727 5.4922 2.2034  C2 1.124
34 H -1.9195 3.6456 1.6965  C3 1.116
35 H -0.4255 2.6284 1.2185  C3 1.122
36 H 0.0167 4.0539 -0.7420  C4 1.123
37 H -1.3965 5.1074 -0.5001  C4 1.125
38 H -2.1870 3.6177 -2.0446  N5 1.027
39 H -3.9777 4.3123 -0.6714  N7 1.024
40 H -6.7873 2.1338 1.9735  C10 1.118
41 H -5.9138 0.6728 2.4815  C10 1.120
42 H -8.2756 0.9459 0.7226  C11 1.118
43 H -6.9383 0.4550 -0.3581  C11 1.116
44 H -1.4375 0.3271 -1.6475  C22 1.129
45 H -0.6556 0.9051 -0.1584  C22 1.126
46 H -2.3447 -1.7303 -0.1631  C23 1.119
47 H -0.6171 -1.6331 -0.5497  C23 1.123
48 H -1.1204 -2.2252 1.8897  C24 1.119
49 H -1.6224 -0.5284 2.1925  C24 1.117
50 H 0.6883 -1.4268 3.7345  O28 0.979
51 C 4.6866 -1.1671 -0.2998  C52 1.331, C57 1.481, H59 1.082
52 C 4.1360 -0.7660 -1.4435  C51 1.331, C53 1.481, H60 1.083
53 C 4.9416 -0.6340 -2.6790  C52 1.481, O54 1.215, C55 1.482
54 O 4.4396 -0.2661 -3.7222  C53 1.215
55 C 6.3829 -0.9666 -2.5941  C53 1.482, C56 1.332, H61 1.083
56 C 6.9337 -1.3676 -1.4500  C55 1.332, C57 1.481, H62 1.083
57 C 6.1271 -1.4993 -0.2148  C51 1.481, C56 1.481, O58 1.214
58 O 6.6280 -1.8670 0.8287  C57 1.214
59 H 4.1130 -1.2685 0.6122  C51 1.082
60 H 3.0847 -0.5199 -1.5231  C52 1.083
61 H 6.9558 -0.8649 -3.5071  C55 1.083
62 H 7.9849 -1.6140 -1.3691  C56 1.083
63 C 8.4550 -6.7319 3.9238  C64 1.332, C69 1.482, H71 1.083
64 C 9.3486 -5.7521 3.8029  C63 1.332, C65 1.482, H72 1.083
65 C 8.9694 -4.4300 3.2512  C64 1.482, O66 1.213, C67 1.482
66 O 9.7838 -3.5375 3.1390  C65 1.213
67 C 7.5581 -4.2400 2.8411  C65 1.482, C68 1.332, H73 1.082
68 C 6.6655 -5.2209 2.9627  C67 1.332, C69 1.480, H74 1.083
69 C 7.0441 -6.5418 3.5138  C63 1.482, C68 1.480, O70 1.214
70 O 6.2293 -7.4354 3.6264  C69 1.214
71 H 8.7137 -7.7041 4.3238  C63 1.083
72 H 10.3833 -5.8735 4.0981  C64 1.083
73 H 7.2973 -3.2686 2.4409  C67 1.082
74 H 5.6306 -5.1000 2.6676  C68 1.083
75 C -2.5561 1.5874 -4.5773  C76 1.331, C81 1.481, H83 1.084
76 C -3.0681 2.0159 -5.7289  C75 1.331, C77 1.484, H84 1.083
77 C -2.2189 2.1739 -6.9352  C76 1.484, O78 1.210, C79 1.481
78 O -2.6842 2.5655 -7.9818  C77 1.210
79 C -0.7824 1.8348 -6.8076  C77 1.481, C80 1.332, H85 1.082
80 C -0.2722 1.4062 -5.6540  C79 1.332, C81 1.479, H86 1.083
81 C -1.1195 1.2491 -4.4522  C75 1.481, C80 1.479, O82 1.217
82 O -0.6533 0.8558 -3.3988  C81 1.217
83 H -3.1605 1.4659 -3.6856  C75 1.084
84 H -4.1158 2.2669 -5.8394  C76 1.083
85 H -0.1780 1.9551 -7.6975  C79 1.082
86 H 0.7752 1.1546 -5.5424  C80 1.083